1.
Computed, not measured: a cluster of 6 separate species, C50H78BF17N2O9 in total at a distorted geometry, with ωB97M-V with the def2-TZVPD basis set.

- maximum force (eV/A) = 1.82
- energy relative to the best compared isomer or geometry (same formula, charge and spin) (kJ/mol) = 0.0
- frontier orbital gap (eV) = 8.33
- E_LUMO (eV) = -0.39
- E_HOMO (eV) = -8.713
- multiplicity = 1
- DFT total energy (Ha) = -4461.2472

```
157
Properties=species:S:1:pos:R:3:mulliken_charge:R:1
F -1.661 -3.329 -1.414 -0.253
F -2.484 -1.259 -3.034 -0.335
F -0.304 -5.104 0.836 -0.286
F 0.341 -1.636 -1.917 -0.117
F 0.342 -4.555 2.828 -0.280
F 0.699 -2.414 -3.885 -0.314
F -2.727 1.565 -3.362 -0.343
F -1.091 0.661 -5.055 -0.333
F -0.793 2.493 -3.054 -0.334
F -1.497 -1.672 -4.889 -0.349
F 0.543 0.395 -3.701 -0.249
F -2.805 -3.963 -3.886 -0.241
F -0.871 -4.555 -4.663 -0.270
F 4.449 -1.099 2.798 -0.263
F 1.802 -4.847 1.196 -0.230
F 0.166 -4.248 -2.059 -0.289
F -1.758 -5.616 -3.022 -0.266
O -1.339 1.482 6.549 -0.741
O -2.157 -8.712 -7.619 -0.419
O 4.655 -2.100 -0.476 -0.198
O -4.154 4.381 4.163 -0.340
O 3.010 -9.002 -9.761 -0.432
O 2.572 5.101 2.423 -0.519
O -1.796 9.889 5.574 -0.358
O 0.668 2.645 6.155 -0.515
O 2.046 6.966 1.252 -0.415
N -0.614 2.052 3.201 -0.423
N 0.307 0.377 1.044 -0.111
C -0.273 -2.175 -2.995 0.646
C 6.268 -3.956 -0.549 -1.357
C 1.843 5.653 1.643 -0.023
C 3.167 -7.597 -9.840 -0.358
C -1.283 -1.193 -3.643 0.742
C -2.047 10.724 7.875 -1.031
C -0.545 1.970 -0.567 -0.395
C 4.891 -1.503 -2.851 -0.899
C 0.203 8.346 2.096 -0.864
C 1.655 7.836 2.353 -0.389
C -1.591 -4.398 -3.565 0.643
C -6.588 4.733 4.109 -1.158
C -4.076 3.765 6.548 -1.110
C 0.684 -9.063 -10.562 -0.941
C 5.318 -1.269 -1.411 -0.471
C -2.094 12.087 4.513 -1.037
C 2.242 -2.677 4.437 -1.791
C 3.698 -2.216 4.789 -0.498
C -2.720 10.783 4.977 -0.340
C -0.895 -3.522 -2.486 0.557
C -1.500 1.041 -1.351 -0.744
C 1.011 -0.577 5.066 1.326
C 0.430 -2.889 1.171 0.482
C 0.598 -4.366 1.521 0.774
C -2.520 -6.450 -8.513 -0.628
C 0.503 0.094 2.362 -0.233
C -1.563 -8.307 -6.399 -0.044
C 0.683 4.845 1.037 0.265
C 1.673 -2.011 1.557 -0.355
C -3.096 -7.818 -8.189 -0.341
C -1.496 1.333 -2.866 0.930
C 1.693 -0.894 7.598 -0.254
C -0.802 2.355 1.945 0.185
C 1.468 -1.439 3.996 0.663
C 4.627 -2.247 3.567 -0.513
C -0.583 4.859 1.928 -0.625
C -2.559 -8.088 -5.273 -1.231
C -3.956 4.849 5.489 -0.315
C -0.791 0.289 -3.785 0.385
C 1.218 -1.109 2.704 0.468
C -1.120 10.363 6.726 -0.372
C -0.324 1.519 0.882 -0.111
C 0.075 0.905 3.410 0.055
C 1.284 -0.891 6.451 -1.394
C -1.541 3.670 1.701 -0.235
C 4.823 -3.496 -0.644 0.032
C 0.339 0.556 4.756 -0.300
C 1.697 -9.470 -9.506 -0.247
C 2.767 -6.863 -8.571 -0.711
C -5.414 3.795 3.887 -0.375
B -0.150 1.571 5.875 0.805
H -0.350 8.301 3.042 0.227
H 4.247 -3.968 0.155 0.136
H -0.261 7.691 1.354 0.300
H 6.888 -3.517 -1.332 0.316
H 1.368 -9.153 -8.510 0.225
H -2.946 5.261 5.514 0.300
H 2.345 -3.403 3.627 0.270
H -4.636 5.681 5.702 0.350
H 5.404 -0.807 -3.515 0.422
H 0.222 -2.847 0.101 -1.283
H -3.558 10.972 5.657 0.314
H -3.136 10.263 4.113 0.326
H 3.343 -7.230 -7.720 0.289
H 1.775 -3.153 5.306 0.703
H -0.878 -9.107 -6.116 0.379
H 3.725 -1.176 5.143 0.349
H -6.480 5.631 3.497 0.310
H -1.672 -6.545 -9.193 0.145
H 1.945 -1.400 0.692 0.284
H 2.526 -2.613 1.864 -0.115
H 0.574 -7.979 -10.625 0.166
H -1.348 -0.010 -1.086 0.195
H 4.474 -3.144 2.950 0.157
H -1.667 12.655 5.341 0.265
H 3.814 -1.358 -2.957 0.071
H -3.278 -5.823 -8.985 0.390
H -2.168 -5.931 -7.619 0.023
H -0.295 -9.483 -10.327 0.362
H 2.386 8.650 2.389 0.418
H -1.822 0.681 6.315 0.293
H -3.267 -7.290 -5.504 0.288
H -0.465 -2.503 1.672 0.557
H -0.472 11.207 6.467 0.320
H 6.327 -5.041 -0.647 0.419
H 1.085 3.840 0.864 0.102
H 6.698 -3.665 0.411 0.299
H -2.065 3.694 0.741 0.714
H 0.144 3.444 6.288 0.274
H 2.624 -7.203 -10.706 0.296
H -5.386 3.502 2.836 0.324
H -3.874 4.178 7.538 0.426
H -2.725 11.537 7.612 0.267
H 4.226 -7.423 -10.034 0.338
H -0.232 4.773 2.972 0.274
H -2.038 -7.816 -4.355 0.366
H 4.370 -3.824 -1.587 0.261
H 1.703 7.325 3.322 0.314
H 6.404 -1.368 -1.304 0.324
H 2.019 -0.730 8.602 0.473
H 5.073 -0.244 -1.129 0.348
H -3.137 -8.996 -5.093 0.321
H -1.467 11.043 8.742 0.388
H -2.286 3.725 2.510 -0.417
H -7.522 4.238 3.840 0.394
H 1.763 -10.558 -9.478 0.342
H 0.285 9.364 1.703 0.316
H -2.521 1.283 -1.006 0.261
H 0.993 -9.419 -11.547 0.311
H 4.143 -2.823 5.591 0.386
H -5.537 2.872 4.463 0.363
H 0.445 1.858 -1.042 0.474
H 1.710 -7.000 -8.335 -0.022
H -3.363 2.963 6.350 0.246
H -1.086 5.831 1.873 0.464
H 5.120 -2.516 -3.187 0.300
H -1.289 11.891 3.801 0.255
H -0.949 -7.412 -6.554 0.125
H -0.461 9.553 7.043 0.328
H -6.666 5.052 5.149 0.281
H -0.797 3.025 -0.647 0.435
H -5.073 3.322 6.570 0.319
H 5.681 -2.229 3.882 0.413
H -3.976 -7.728 -7.542 0.298
H -2.843 12.715 4.028 0.394
H 0.410 5.277 0.059 0.391
H -3.439 -8.288 -9.112 0.349
H 2.949 -5.793 -8.681 0.385
H -2.657 9.865 8.157 0.280
```


2.
Computed, not measured: a structure of composition C50H78N2O25S7VZn at a distorted geometry, with ωB97M-V with the def2-TZVPD basis set.

- maximum force (eV/A) = 6.36
- expectation value of S² = 0.7768
- frontier orbital gap (spin up / spin down) (eV) = 4.72 / 4.69
- E_LUMO (spin up / spin down) (eV) = -1.82 / -1.81
- E_HOMO (spin up / spin down) (eV) = -6.538 / -6.506
- multiplicity = 2
- DFT total energy (Ha) = -9452.9573

```
164
Properties=species:S:1:pos:R:3:mulliken_charge:R:1
Zn -2.458 -1.781 -1.376 0.034
V 3.475 2.932 1.194 1.166
S -1.877 5.779 -5.048 1.114
S -2.535 -5.047 -2.454 0.672
S 0.123 -5.426 0.803 1.155
S 4.538 1.016 -3.145 0.841
S -5.705 -1.627 -2.327 0.934
S 6.535 0.966 0.994 0.953
S -3.429 -2.894 1.823 0.774
O 2.428 5.550 7.017 -0.680
O -5.343 4.094 -0.060 -0.570
O -2.543 -3.666 -1.979 0.446
O 1.118 2.916 0.285 -0.957
O 4.023 3.228 7.623 -0.703
O -1.666 5.036 -6.328 -0.633
O 0.554 -5.021 2.124 -0.758
O -4.181 -4.126 2.054 -0.817
O 2.981 4.472 2.530 -0.809
O 4.003 -2.573 4.336 -0.648
O 5.457 1.988 0.789 -0.596
O -1.158 7.001 -4.758 -0.638
O 3.770 3.829 -0.066 -0.307
O -6.391 -2.915 -2.557 -0.735
O 4.550 1.882 -1.967 -0.404
O -0.573 -2.033 -0.675 -1.003
O -1.227 -5.679 -2.548 -0.722
O -3.021 -2.560 0.439 0.544
O -2.318 0.055 -0.576 -0.733
O 4.102 2.142 3.134 0.091
O 3.978 1.490 -4.412 -0.689
O 2.850 0.649 0.872 -0.542
O -1.241 -5.263 0.373 -0.443
O -4.323 -1.583 -1.822 0.289
O 7.448 0.748 -0.097 -0.686
N 2.067 4.097 -5.115 -0.607
N 1.204 8.773 1.239 -0.395
C 6.199 0.212 -3.412 -0.860
C 1.642 0.502 0.411 0.731
C 3.128 -1.698 4.318 0.565
C 1.170 -4.674 -0.502 -0.029
C 1.337 -7.102 -0.919 -0.483
C -1.128 0.238 -0.181 1.428
C 7.550 1.549 2.366 -1.185
C -3.608 -5.140 -3.972 -0.515
C 1.230 -0.805 0.239 -0.268
C -6.967 0.739 -2.144 -0.826
C 7.284 0.689 3.593 0.210
C 6.027 -1.278 -3.047 -0.385
C 3.130 -0.609 5.367 -1.096
C -1.898 -2.934 2.824 0.108
C 3.182 4.345 3.733 0.814
C -0.123 -1.007 -0.216 0.540
C -6.764 -0.498 -1.296 -0.413
C 2.095 -1.850 3.304 0.642
C -4.100 4.728 -3.683 -0.610
C 6.000 -0.603 1.795 -0.016
C 0.406 6.364 1.708 0.207
C 1.761 3.563 -4.103 -0.100
C -1.568 4.657 -3.545 -0.928
C -3.605 -6.130 -1.460 -0.779
C -0.609 1.552 -0.050 -1.159
C 3.700 3.489 6.393 0.087
C -2.859 4.555 -2.684 0.635
C 0.724 1.687 0.253 0.094
C -3.944 2.147 0.590 1.330
C 2.129 -5.794 -1.003 -0.676
C 2.801 5.257 4.797 -0.796
C -4.267 -1.485 2.629 -0.386
C 0.633 -7.135 0.460 -1.010
C -3.054 -0.816 3.391 -0.207
C -4.962 -6.021 -2.089 -0.472
C -5.817 -0.573 -3.852 -1.032
C -3.689 5.899 -4.593 -0.916
C 3.871 2.905 4.090 0.235
C 2.978 4.847 6.088 0.146
C 6.857 -0.747 3.157 -0.829
C -4.811 -6.028 -3.612 -0.718
C -5.912 0.829 -3.236 -0.042
C 1.414 2.847 -2.883 1.257
C 4.122 2.564 5.456 -0.582
C 4.571 -1.680 -3.261 -0.614
C 0.846 7.752 1.472 0.144
C -4.755 3.466 0.833 0.644
C -5.018 3.752 2.333 -1.216
C 3.737 -0.585 -2.643 -0.003
C -2.127 -1.941 3.957 -1.092
H 8.584 1.372 2.067 0.401
H 0.595 -7.131 -1.717 0.140
H -4.811 -0.941 1.856 -0.138
H 6.326 -1.172 4.009 0.359
H -2.979 3.595 -2.182 -0.721
H 2.033 -7.927 -1.071 0.468
H 6.266 -1.344 1.042 0.647
H 2.669 -0.503 -2.845 0.568
H -7.607 -1.178 -1.166 0.551
H -4.990 4.890 -3.075 0.401
H 1.818 -1.700 0.382 0.218
H -4.003 3.979 2.660 0.353
H 2.801 0.310 4.881 0.093
H -4.055 -4.149 -4.060 0.020
H 4.260 -1.799 -4.299 0.372
H 7.490 2.625 2.534 0.475
H -7.899 0.655 -2.704 0.378
H 2.968 -5.796 -0.308 0.406
H 4.923 -0.531 1.946 -0.393
H -5.744 -5.773 -4.115 0.436
H -3.129 -7.111 -1.457 0.546
H -1.565 -3.958 2.993 0.642
H 2.297 6.178 4.546 0.611
H -4.963 1.206 -2.854 -0.102
H -6.210 1.547 -4.000 0.468
H -4.291 6.055 -5.488 0.502
H -1.141 -2.529 2.153 -0.534
H 0.429 3.128 -2.509 -0.293
H -2.642 -2.343 4.829 0.353
H 1.533 -3.692 -0.197 -0.010
H 2.549 -1.668 2.329 -0.656
H 2.502 -5.553 -1.999 0.369
H -0.162 -7.868 0.598 0.402
H -3.777 6.842 -4.053 0.378
H 6.229 -1.309 -1.976 -0.054
H 2.496 -0.772 6.238 0.451
H -2.812 5.240 -1.836 0.349
H -4.888 -0.744 -4.396 0.422
H -1.285 3.691 -3.964 0.334
H 1.354 -7.142 1.278 0.430
H 0.498 -4.554 -1.352 -0.019
H -3.014 -5.333 -4.865 0.501
H -3.633 -5.992 -0.379 0.364
H -5.034 -1.910 3.275 0.477
H -4.527 1.316 0.195 -0.225
H -3.114 2.351 -0.086 -1.010
H -7.036 1.639 -1.533 0.424
H 7.734 -1.378 3.011 0.343
H 1.274 -1.164 3.511 0.077
H 0.609 5.768 0.819 -0.099
H -2.433 -0.145 2.797 -0.222
H -4.605 -7.037 -3.969 0.329
H -0.629 6.505 2.020 0.320
H -6.295 -0.332 -0.327 -0.173
H 6.999 0.807 -2.971 0.425
H -3.495 1.850 1.538 -0.090
H 1.760 -2.887 3.300 0.299
H -3.468 -0.249 4.224 0.637
H 4.045 -0.393 5.920 0.352
H 3.913 -0.618 -1.567 -0.364
H 4.348 -2.527 -2.613 0.236
H -1.204 2.436 -0.223 0.390
H 2.239 3.148 -2.237 -0.246
H -1.207 -1.643 4.459 0.411
H -5.682 4.614 2.399 0.351
H -5.441 2.847 2.769 0.317
H 6.454 1.114 4.158 -0.435
H 1.510 1.826 -3.253 -0.042
H -4.229 3.811 -4.259 0.235
H 0.939 6.015 2.592 -0.178
H -6.753 -0.824 -4.352 0.442
H -5.559 -6.836 -1.679 0.440
H 6.351 0.232 -4.491 0.415
H -0.773 5.119 -2.960 0.515
H 6.736 -1.916 -3.573 0.435
H 8.173 0.686 4.224 0.530
H 4.659 1.642 5.625 0.565
H -5.426 -5.111 -1.708 0.121
```